(1)
{
  "formula": "C25H23AsClN5O12S2Tl",
  "method": "ωB97M-V/def2-TZVPD",
  "gap_ev": 7.35,
  "total_charge": -1,
  "de_lowest_kcal_mol": 19.8,
  "homo_energy_ev": -5.5,
  "elements": ["Tl", "O", "C", "O", "C", "C", "Cl", "N", "N", "C", "C", "O", "O", "C", "C", "C", "C", "C", "C", "H", "H", "H", "H", "H", "H", "O", "C", "C", "C", "C", "C", "C", "C", "O", "N", "O", "O", "H", "H", "H", "H", "S", "C", "N", "C", "C", "C", "N", "H", "H", "H", "H", "O", "S", "O", "O", "O", "C", "As", "C", "C", "H", "H", "H", "H", "H", "H", "H", "H", "H"],
  "positions_angstrom": [[-0.109, -0.414, -0.403], [2.255, 3.707, 4.194], [2.998, 2.624, 4.138], [3.834, 2.386, 4.980], [2.771, 1.681, 2.993], [3.509, 0.527, 2.812], [4.907, 0.040, 3.647], [2.997, -0.143, 1.745], [1.969, 0.534, 1.218], [1.802, 1.618, 1.941], [0.739, 2.589, 1.495], [0.654, 3.686, 2.089], [0.006, 2.240, 0.526], [3.345, -1.399, 1.149], [3.053, -1.577, -0.200], [3.284, -2.806, -0.799], [3.847, -3.844, -0.071], [4.165, -3.649, 1.263], [3.902, -2.437, 1.885], [1.644, 3.783, 3.392], [2.656, -0.755, -0.782], [3.005, -2.940, -1.837], [4.027, -4.804, -0.540], [4.603, -4.452, 1.843], [4.121, -2.324, 2.933], [-2.876, -0.612, -0.657], [-3.592, -1.283, 0.073], [-3.452, -1.577, 1.484], [-4.459, -2.361, 2.040], [-4.466, -2.690, 3.376], [-3.421, -2.236, 4.217], [-2.416, -1.479, 3.711], [-2.349, -1.103, 2.312], [-1.401, -0.408, 1.886], [-5.531, -3.488, 3.913], [-6.432, -3.859, 3.166], [-5.504, -3.770, 5.107], [-4.500, -1.745, -0.370], [-5.264, -2.724, 1.412], [-3.449, -2.506, 5.264], [-1.603, -1.136, 4.338], [-0.289, -3.738, -1.786], [0.253, -2.851, -3.080], [-0.614, -1.962, -3.690], [-0.297, -1.255, -4.791], [0.925, -1.403, -5.355], [1.817, -2.254, -4.675], [1.507, -2.956, -3.612], [-1.484, -1.797, -3.204], [-1.054, -0.592, -5.185], [1.213, -0.849, -6.234], [2.839, -2.362, -5.029], [-0.593, 1.278, -2.770], [0.814, 1.693, -2.918], [1.079, 2.280, -4.208], [1.766, 0.704, -2.481], [0.891, 2.921, -1.850], [-1.224, 4.244, -3.199], [-0.749, 3.478, -1.481], [-2.373, 2.614, -0.896], [-0.488, 5.107, -0.499], [-2.037, 4.958, -3.085], [-1.491, 3.455, -3.895], [-0.339, 4.746, -3.583], [-3.100, 3.421, -0.793], [-2.212, 2.106, 0.047], [-2.671, 1.895, -1.649], [-1.462, 5.585, -0.407], [0.193, 5.744, -1.058], [-0.090, 4.897, 0.489]],
  "atomic_forces_ev_per_a": [[-0.277, -0.199, 0.318], [-0.472, 0.346, -0.480], [0.287, -0.323, -0.106], [-0.158, 0.086, -0.062], [-0.295, 0.004, -0.010], [-0.020, 0.070, -0.138], [0.033, -0.158, -0.093], [0.247, -0.148, 0.185], [-0.025, -0.022, 0.086], [0.220, 0.168, 0.107], [-0.442, 0.191, -0.116], [0.345, -0.097, 0.247], [0.341, -0.081, 0.220], [0.068, -0.050, -0.062], [0.105, 0.094, -0.032], [0.029, 0.061, -0.013], [0.012, -0.014, -0.002], [-0.035, -0.004, -0.024], [-0.051, 0.013, 0.052], [0.064, -0.139, 0.185], [0.060, -0.014, 0.016], [0.048, -0.057, 0.069], [-0.020, 0.037, 0.003], [-0.019, 0.006, 0.003], [-0.047, 0.045, 0.062], [-0.056, -0.025, 0.050], [-0.092, -0.037, -0.060], [0.261, 0.075, 0.052], [-0.170, -0.089, 0.010], [0.205, 0.129, -0.040], [-0.134, -0.069, 0.027], [0.049, -0.010, -0.068], [-0.134, 0.037, -0.075], [0.032, -0.032, -0.070], [-0.214, -0.160, 0.066], [0.159, 0.085, 0.043], [0.064, 0.074, -0.118], [0.009, 0.006, 0.020], [0.001, 0.028, 0.001], [0.020, 0.002, -0.014], [-0.033, 0.018, -0.004], [0.103, 0.022, -0.018], [-0.174, -0.260, -0.047], [0.311, 0.250, 0.013], [-0.201, 0.036, -0.009], [0.164, 0.073, -0.074], [-0.113, -0.219, 0.225], [0.087, 0.179, -0.199], [-0.123, -0.025, 0.015], [-0.023, 0.049, 0.126], [0.000, 0.017, 0.047], [-0.053, 0.016, 0.006], [-0.004, -0.037, 0.176], [0.274, -0.440, -1.300], [0.074, 0.061, 0.155], [0.014, 0.165, 0.247], [-0.339, -0.106, 0.219], [0.161, -0.274, -0.045], [-0.534, 1.118, 0.077], [0.318, -0.374, 0.003], [0.233, -0.238, 0.136], [-0.070, -0.010, 0.114], [-0.072, -0.006, -0.006], [0.014, 0.047, -0.004], [0.055, 0.082, -0.043], [0.019, 0.051, 0.078], [-0.049, 0.036, -0.090], [-0.046, -0.001, -0.082], [-0.023, -0.003, -0.067], [0.029, -0.054, 0.115]]
}

=====

(2)
{
  "formula": "C25H23BeN2S3Te",
  "method": "ωB97M-V/def2-TZVPD",
  "gap_ev": 4.11,
  "total_charge": -1,
  "homo_energy_ev": -3.2,
  "elements": ["Be", "S", "C", "C", "C", "C", "C", "C", "S", "H", "H", "H", "H", "C", "C", "C", "C", "C", "C", "Te", "C", "C", "C", "H", "H", "H", "H", "H", "H", "H", "H", "H", "H", "H", "S", "C", "C", "C", "N", "C", "C", "C", "C", "C", "N", "C", "C", "H", "H", "H", "H", "H", "H", "H", "H"],
  "positions_angstrom": [[-24.156, -4.353, -5.259], [-25.912, -3.882, -4.676], [-26.795, -5.097, -5.588], [-28.183, -5.269, -5.448], [-28.899, -6.238, -6.215], [-28.232, -6.897, -7.270], [-26.889, -6.623, -7.506], [-26.176, -5.754, -6.697], [-24.490, -5.596, -6.943], [-28.529, -4.696, -4.532], [-29.861, -6.457, -5.869], [-28.673, -7.666, -7.899], [-26.326, -7.321, -8.185], [-13.889, -6.991, 3.215], [-14.995, -6.783, 2.188], [-15.432, -7.841, 1.338], [-16.366, -7.588, 0.325], [-17.071, -8.681, -0.439], [-16.670, -6.216, -0.044], [-17.974, -5.749, -1.743], [-16.318, -5.189, 0.859], [-16.543, -3.736, 0.472], [-15.545, -5.507, 2.022], [-13.082, -7.559, 2.759], [-14.309, -7.410, 4.202], [-13.560, -5.958, 3.505], [-14.994, -8.850, 1.554], [-17.002, -8.661, -1.541], [-18.163, -8.529, -0.400], [-16.808, -9.692, -0.064], [-16.087, -3.591, -0.529], [-15.992, -3.053, 1.147], [-17.625, -3.371, 0.428], [-15.361, -4.863, 2.857], [-18.673, -1.972, -4.522], [-20.236, -2.636, -4.264], [-20.376, -3.919, -4.887], [-21.650, -4.475, -5.045], [-22.773, -3.853, -4.614], [-22.590, -2.621, -3.951], [-21.376, -2.038, -3.759], [-18.887, -0.307, -4.078], [-18.119, 0.384, -3.163], [-18.434, 1.659, -2.815], [-19.384, 2.416, -3.406], [-20.207, 1.717, -4.216], [-19.977, 0.419, -4.665], [-19.539, -4.139, -5.511], [-21.724, -5.423, -5.611], [-23.561, -2.248, -3.630], [-21.301, -1.078, -3.139], [-17.354, -0.134, -2.603], [-17.863, 2.189, -2.049], [-21.119, 2.182, -4.592], [-20.617, -0.161, -5.377]],
  "atomic_forces_ev_per_a": [[-0.999, -1.170, -1.376], [-0.689, 0.098, 0.796], [-0.860, 0.040, -2.285], [0.614, -0.353, 1.198], [2.374, 1.297, 0.146], [-0.130, 0.428, 0.627], [0.076, -1.416, -0.179], [-0.328, 0.190, 1.163], [1.873, 0.765, 0.694], [-0.502, -0.992, -1.382], [-1.506, -0.403, -0.071], [-0.339, 0.159, 0.342], [-0.606, 1.195, 0.417], [-1.523, 1.088, 1.362], [-0.527, -0.379, -0.787], [0.348, 0.426, 0.582], [0.014, 0.969, -0.856], [-0.309, -0.626, -0.245], [-0.639, -0.517, 0.885], [0.495, -0.174, 0.441], [0.708, -0.190, 0.224], [-0.397, 0.754, 0.163], [-0.367, -1.328, -1.235], [0.112, -0.133, 0.463], [0.858, 0.024, -1.491], [0.222, -0.995, -0.293], [-0.718, 0.782, -0.453], [0.804, 0.179, 0.404], [0.238, -0.101, 0.633], [-0.149, 0.508, -0.169], [-0.535, -0.047, 0.401], [-0.249, -0.358, -0.033], [1.351, -0.800, -0.042], [0.166, 1.068, -0.102], [1.062, -0.243, 0.394], [-0.542, -1.996, -1.479], [-1.211, 2.069, 0.266], [1.152, 0.117, -0.124], [2.434, 1.630, 0.566], [-1.448, -2.603, -0.907], [-0.123, 1.841, 2.029], [-1.835, 1.923, -0.860], [0.322, -1.830, 0.516], [-0.150, 2.550, -0.416], [-0.739, -1.651, 0.506], [0.087, -0.011, -0.865], [0.944, -1.319, 0.584], [0.360, -1.297, -0.019], [-0.377, 0.683, 0.438], [0.483, 0.413, 0.143], [-0.284, -1.529, -1.194], [0.172, -0.069, -0.049], [0.013, -0.245, -0.248], [0.387, 0.444, 0.094], [0.415, 1.133, 0.682]]
}